{
  "formula": "C2H9O2",
  "method": "ωB97M-V with the def2-TZVPD basis set",
  "species": ["O", "H", "H", "H", "C", "O", "C", "H", "H", "H", "H", "H", "H"],
  "positions_angstrom": [[-1.883483, 0.530733, -1.454087], [-0.924385, -0.683261, -0.988915], [-1.499368, 1.305652, -0.907546], [-2.143470, 0.851169, -2.373642], [1.133854, -0.212215, 0.144115], [-0.197171, -1.151077, -0.321215], [0.714645, 0.373643, 1.569731], [1.828757, -1.034876, 0.041011], [1.197514, 0.453249, -0.769791], [0.070533, -1.943108, -0.748105], [0.762620, -0.372263, 2.373472], [1.257285, 1.234822, 1.944668], [-0.317332, 0.647532, 1.490303]],
  "forces_ev_per_a": [[0.8982, 1.5618, 0.0473], [1.1940, 0.0109, 1.3684], [-1.2455, -1.4871, -1.7042], [0.6132, -0.3881, 1.8160], [-2.0252, 0.1344, -0.3015], [-1.1834, 2.7942, -0.2099], [0.5308, -1.4073, -1.2435], [0.5549, 0.3284, 0.5894], [0.0519, -0.4140, 1.5195], [0.6899, -1.4874, -0.5884], [0.1573, -0.1252, -0.5559], [0.4153, 0.1462, -0.6348], [-0.6515, 0.3332, -0.1025]],
  "nbo_charge": [-0.9652, 0.5672, 0.5098, 0.5345, 0.0142, -0.7237, -0.6589, 0.2192, 0.2225, 0.5258, 0.2545, 0.2688, 0.2313],
  "e_homo_ev": -17.20,
  "e_tot_ha": -231.76186,
  "charge": 1,
  "relative_energy_kcal_mol": 23.6
}

=====

{
  "formula": "C2H9O2S",
  "method": "ωB97M-V with the def2-TZVPD basis set",
  "species": ["C", "C", "S", "H", "H", "H", "H", "H", "H", "H", "O", "H", "H", "O"],
  "positions_angstrom": [[0.315049, 2.116811, 1.206526], [-0.440910, 0.802106, 1.105882], [0.502076, -0.487151, 0.263893], [1.279454, 1.911466, 1.640594], [-0.209693, 2.832616, 1.853257], [0.440529, 2.522786, 0.203293], [-1.453713, 0.911031, 0.723897], [-0.609241, 0.486153, 2.148145], [-1.883745, -1.999412, -0.334819], [-1.546936, -0.816213, -1.111652], [-2.273418, -1.466135, -1.044482], [1.580857, -2.540581, -2.835664], [1.941013, -1.963225, -1.508866], [2.358683, -2.310252, -2.309998]],
  "forces_ev_per_a": [[-0.6469, 0.0168, -0.3257], [0.0149, -0.2873, 1.2402], [0.0346, -0.2694, -0.3593], [0.4731, 0.0256, 0.0533], [-0.0180, 0.0868, -0.1472], [0.1819, 0.2423, 0.0343], [-0.0414, 0.2380, -0.4350], [0.0304, -0.1333, -0.1068], [-0.1176, 0.0691, -0.1081], [0.0215, -0.0799, -0.0053], [0.1127, -0.0374, 0.0962], [0.2375, 0.0547, 0.0075], [0.1359, 0.3081, 0.1722], [-0.4186, -0.2340, -0.1162]],
  "nbo_charge": [-0.6131, -0.5148, -0.7534, 0.2024, 0.1701, 0.1937, 0.1767, 0.1647, 0.4752, 0.4930, -0.9930, 0.4591, 0.4987, -0.9593],
  "e_homo_ev": -2.96,
  "e_tot_ha": -630.30782,
  "charge": -1,
  "relative_energy_kcal_mol": 5.9
}

=====

{
  "formula": "C2H9O2S",
  "method": "ωB97M-V with the def2-TZVPD basis set",
  "species": ["C", "C", "S", "H", "H", "H", "H", "H", "H", "H", "O", "H", "H", "O"],
  "positions_angstrom": [[2.704885, 0.876718, -0.751121], [1.229583, 1.284811, -0.913549], [0.127032, 0.025009, -0.115677], [3.311668, 0.859526, -1.785228], [3.364683, 1.696163, -0.278307], [2.872890, -0.076372, -0.259950], [1.243704, 2.339795, -0.613235], [0.948813, 1.344958, -1.891595], [-1.626872, -0.735339, -1.437596], [-2.390752, -1.146344, -2.433876], [-2.473408, -1.278864, -1.484688], [-0.800450, -1.244529, 3.725733], [-1.102382, -0.617967, 2.363953], [-1.459169, -0.694786, 3.290808]],
  "forces_ev_per_a": [[3.0413, 1.3125, -1.9994], [1.1954, -0.1725, 2.1449], [0.7494, 1.3062, -0.1480], [-1.7739, -0.4380, 1.8502], [-1.4234, -1.3178, 0.0244], [0.0297, 0.0363, 0.0665], [-1.0121, -0.3969, 0.8666], [-0.6612, -0.2352, -2.7507], [-0.9737, -0.8127, 1.6482], [-1.4039, -0.8367, -0.8949], [2.2094, 1.5365, -0.8271], [-0.0222, -0.0231, 0.1072], [-0.5926, -0.0400, 1.3756], [0.6378, 0.0813, -1.4634]],
  "mulliken_spin": [0.0538, -0.0723, 1.0212, 0.0047, -0.0030, -0.0212, 0.0266, -0.0070, -0.0039, -0.0006, 0.0015, -0.0002, 0.0010, -0.0008],
  "e_homo_ev": [-10.11, -9.71],
  "e_tot_ha": -630.16650,
  "multiplicity": 2,
  "relative_energy_kcal_mol": 29.2
}

=====

{
  "formula": "C2H9OS",
  "method": "ωB97M-V with the def2-TZVPD basis set",
  "species": ["O", "H", "H", "H", "C", "S", "C", "H", "H", "H", "H", "H", "H"],
  "positions_angstrom": [[2.656774, -0.489437, 0.465884], [2.843151, -1.410572, 0.650556], [3.557909, -0.184429, 0.379807], [0.999341, -0.438875, 0.408968], [-1.338908, -0.229225, 1.085806], [-0.218495, -0.397617, -0.301297], [-0.845886, 0.809901, -1.567888], [-1.249782, 0.761154, 1.535504], [-2.388176, -0.350971, 0.833403], [-1.007308, -0.954141, 1.826135], [-0.343852, 0.527354, -2.484580], [-0.769345, 1.836038, -1.226503], [-1.895423, 0.520821, -1.605797]],
  "forces_ev_per_a": [[0.1577, -0.6374, 0.1667], [-0.2788, -0.6804, 0.1588], [0.3784, 1.0009, -0.1426], [-0.1685, 1.5710, -1.0730], [0.0776, 0.7781, 0.6545], [-1.3597, -1.5356, 0.0707], [0.6295, -0.1887, 1.0498], [0.1738, -0.0211, -0.0826], [0.1334, -0.4193, -0.3620], [-0.1924, -0.1556, -0.0636], [0.0920, 0.3818, -0.1098], [0.3124, 0.0706, -0.2604], [0.0446, -0.1644, -0.0065]],
  "nbo_charge": [-0.9470, 0.4922, 0.5156, 0.2819, -0.7530, 0.4959, -0.6543, 0.2500, 0.2654, 0.2651, 0.2684, 0.2581, 0.2618],
  "e_homo_ev": -15.52,
  "e_tot_ha": -554.72025,
  "charge": 1,
  "relative_energy_kcal_mol": 18.7
}

=====

{
  "formula": "C2HAgLiO2",
  "method": "ωB97M-V with the def2-TZVPD basis set",
  "species": ["O", "C", "Ag", "C", "O", "Li", "H"],
  "positions_angstrom": [[0.469487, 0.396507, -0.144991], [0.100460, -0.342307, -0.917407], [1.515067, 2.383833, 1.294317], [2.043517, 4.754995, 0.763810], [1.914276, 4.254292, -0.389319], [1.408637, 4.563470, -2.436112], [2.758767, 5.624153, 0.745852]],
  "forces_ev_per_a": [[0.0122, -0.0227, -0.0308], [0.0421, 0.0863, 0.1265], [0.1092, 1.1100, 0.3000], [0.5164, -1.9667, -0.2727], [-0.5504, 0.8167, -1.6215], [0.3839, -0.0518, 1.1359], [-0.5133, 0.0282, 0.3627]],
  "nbo_charge": [-0.5947, 0.5967, 0.7857, 0.0039, -0.8754, 0.9849, 0.0988],
  "e_homo_ev": [-11.30, -11.30],
  "e_tot_ha": -381.45699,
  "charge": 1,
  "relative_energy_kcal_mol": 0.0
}

=====

{
  "formula": "C2HAgO2",
  "method": "ωB97M-V with the def2-TZVPD basis set",
  "species": ["C", "C", "H", "O", "Ag", "O"],
  "positions_angstrom": [[-0.691671, -0.850831, -0.132894], [-1.545711, 0.011981, 0.131817], [-2.487377, 0.531115, 0.139983], [1.926666, 1.591573, 0.263886], [2.244383, -0.176790, -0.140994], [0.553711, -1.107048, -0.261796]],
  "forces_ev_per_a": [[2.1199, 2.8658, 0.4916], [-1.1813, -1.0077, -0.3031], [0.2872, -0.4274, 0.0213], [0.3274, 3.4847, 0.7440], [2.3164, -1.1243, -0.3581], [-3.8695, -3.7912, -0.5958]],
  "mulliken_spin": [-0.0192, 0.0257, 0.0003, 0.9272, 0.0443, 0.0218],
  "e_homo_ev": [-3.29, -3.20],
  "e_tot_ha": -374.06179,
  "charge": -1,
  "multiplicity": 2
}

=====

{
  "formula": "C2HBr2Cl2F",
  "method": "ωB97M-V with the def2-TZVPD basis set",
  "species": ["C", "C", "F", "Cl", "Cl", "Br", "Br", "H"],
  "positions_angstrom": [[0.675492, 0.719324, 0.415435], [-0.474163, -0.717486, -0.484132], [0.933807, 1.564740, -0.505533], [-0.359621, 1.347146, 1.712423], [0.595500, -2.012485, -0.879650], [-1.699301, -1.238120, 0.849813], [-1.235424, 0.194858, -2.024858], [1.563711, 0.142024, 0.916502]],
  "forces_ev_per_a": [[-1.7091, -4.6666, 1.5887], [1.8693, 2.8418, 1.4016], [0.8089, 1.3681, -1.0732], [0.8017, 0.5264, -0.4760], [0.2593, -0.1995, -0.3782], [-0.6998, -0.5456, -0.2384], [0.1381, -0.5304, 0.5603], [-1.4684, 1.2058, -1.3848]],
  "nbo_charge": [0.2374, -0.4065, -0.2961, -0.0307, 0.0495, 0.1402, 0.1083, 0.1979],
  "e_homo_ev": -9.83,
  "e_tot_ha": -6245.01024,
  "relative_energy_kcal_mol": 33.8
}

=====

{
  "formula": "C2HBr2NO",
  "method": "ωB97M-V with the def2-TZVPD basis set",
  "species": ["C", "C", "N", "O", "Br", "Br", "H"],
  "positions_angstrom": [[1.405833, 0.154398, 0.316223], [-1.246765, 0.078892, 0.113977], [0.359597, -0.482797, 0.282571], [2.338165, 0.765098, 0.090751], [-1.204255, 1.854304, -0.487952], [-1.883497, -1.088272, -1.196404], [0.230922, -1.281623, 0.880835]],
  "forces_ev_per_a": [[-0.0268, -0.1236, -1.2236], [-0.2560, -0.1157, 1.7414], [-0.8483, -0.6666, 0.8116], [1.0951, 0.9649, 0.4037], [0.3656, 1.0490, -0.5604], [-0.4974, -0.8323, -1.2481], [0.1677, -0.2757, 0.0754]],
  "nbo_charge": [0.9324, -0.3933, -0.6824, -0.3821, 0.0277, 0.0395, 0.4582],
  "e_homo_ev": -7.82,
  "e_tot_ha": -5354.70646,
  "relative_energy_kcal_mol": 58.7
}

=====

{
  "formula": "C2HBr3O2",
  "method": "ωB97M-V with the def2-TZVPD basis set",
  "species": ["C", "C", "O", "O", "Br", "Br", "Br", "H"],
  "positions_angstrom": [[-0.180989, -2.406937, -1.471041], [0.385876, -1.214590, -0.979643], [-1.277050, -2.674227, -1.808044], [-0.319068, -0.134164, -0.866568], [1.309356, -3.656806, -1.849256], [2.213066, -1.084414, -0.425107], [1.145428, 1.622410, -3.133438], [-0.116577, 0.644976, -1.393600]],
  "forces_ev_per_a": [[0.3838, -3.8266, -1.8896], [1.6960, 5.6817, 2.3561], [-0.2487, 0.7055, 0.5443], [-0.2644, -4.7519, 0.7176], [-0.8621, -0.4790, -0.2057], [-1.8086, 0.4846, -0.4472], [-0.5737, -0.5619, 0.8579], [1.6777, 2.7477, -1.9334]],
  "nbo_charge": [0.3795, 0.3895, -0.3549, -0.5817, 0.0042, 0.2896, -0.6593, 0.5330],
  "e_homo_ev": [-8.96, -8.95],
  "e_tot_ha": -7949.20988,
  "relative_energy_kcal_mol": 68.2
}

=====

{
  "formula": "C2HBr4F",
  "method": "ωB97M-V with the def2-TZVPD basis set",
  "species": ["C", "C", "F", "Br", "Br", "Br", "Br", "H"],
  "positions_angstrom": [[-0.849210, 0.981594, -0.384904], [-0.153075, 0.248505, -1.255249], [-0.267414, 2.082759, 0.216973], [2.176815, -1.418477, 2.909478], [1.849688, 0.506765, -1.357947], [-1.060136, -1.087878, -2.274791], [0.072822, -1.975623, 2.063461], [-1.769489, 0.662355, 0.082979]],
  "forces_ev_per_a": [[1.6506, 0.5741, 0.5307], [1.0700, 0.2919, 0.1844], [-0.7486, -1.5158, -0.5520], [-0.7878, -0.1885, -0.3292], [-2.3946, -0.3024, -0.2633], [0.7723, 0.5038, 0.5847], [0.7821, 0.2040, 0.2861], [-0.3440, 0.4329, -0.4415]],
  "nbo_charge": [0.1600, -0.2475, -0.3272, 0.0105, 0.0792, 0.1298, -0.0083, 0.2034],
  "e_homo_ev": -9.70,
  "e_tot_ha": -10472.66497,
  "relative_energy_kcal_mol": 17.3,
  "smiles": "FC=C(Br)Br.BrBr"
}